Entry 1:
13
Properties=species:S:1:pos:R:3:lowdin_charge:R:1 method="wB97M-V/def2-TZVPD" homo_ev=-8.56 smiles="[H]/N=C/N.CC#N" total_energy_ev=-7693.0832 total_charge=0 e_above_lowest_kcal_mol=36.8 multiplicity=1 lumo_energy_ev=0.99
C -0.873 -0.688 -0.068 -0.342
C -2.213 -0.153 0.252 -0.078
H 2.157 0.148 1.376 0.109
H 1.628 0.115 -1.504 0.124
H -2.556 0.525 -0.535 0.076
N 2.375 -0.026 0.403 0.111
H 2.855 -0.899 0.221 0.103
C 1.423 0.346 -0.454 -0.402
H 0.075 1.680 -0.838 0.043
N -0.164 -1.602 -0.343 0.101
N 0.411 1.123 -0.050 -0.001
H -2.189 0.403 1.193 0.076
H -2.930 -0.972 0.346 0.081

***

Entry 2:
79
Properties=species:S:1:pos:R:3:lowdin_spin:R:1 method="wB97M-V/def2-TZVPD" homo_ev="-8.02 / -8.98" total_energy_ev=-119871.7191 s_squared=3.787 total_charge=0 e_above_lowest_kcal_mol=61.8 multiplicity=4 lumo_energy_ev="-1.64 / -2.28"
W -1.210 -0.199 -0.848 1.034
H -3.810 -2.859 -2.629 0.005
C 3.268 0.262 1.153 0.005
C 1.166 4.435 -3.174 -0.001
F -4.419 3.547 0.552 0.000
C 3.140 -2.232 5.479 -0.001
H 0.789 -4.967 2.157 0.002
C -1.373 -2.206 -4.901 0.031
C 0.792 3.802 1.612 0.000
H -3.512 -2.365 -5.018 -0.001
H -3.301 -2.270 0.181 0.000
H 4.406 3.753 -2.453 0.000
H 3.372 1.659 -1.639 0.000
H 1.525 -3.893 4.073 0.001
N -1.487 2.727 2.516 0.001
H 1.433 -0.916 -4.382 0.000
H -1.751 -3.073 -1.165 0.013
O 0.075 0.257 -2.494 0.031
C -2.311 -1.759 3.094 0.001
C -0.476 -2.473 -2.774 0.625
C 0.585 3.255 -2.740 0.007
H 1.876 -2.617 -4.238 0.000
H 3.930 -1.520 5.712 0.000
S 0.065 2.587 2.810 0.000
C 0.509 -4.036 1.666 0.029
C 3.111 -1.040 3.260 0.005
C -2.820 -2.693 -3.032 0.028
H -0.484 3.099 -2.821 0.000
H 1.146 -2.016 -5.737 0.000
H -1.265 -2.007 -5.961 0.006
O 0.340 3.125 4.100 0.000
H 3.804 -0.120 0.278 0.002
H 3.973 0.824 1.763 0.000
S -3.671 0.566 -1.944 0.005
H -0.543 -3.867 1.886 0.000
C -3.108 3.635 0.600 0.000
H -0.720 -0.277 2.521 0.000
H 0.605 -4.189 0.592 0.023
F 0.168 3.737 0.435 0.001
N 0.647 0.713 -0.414 0.175
O -3.269 -0.503 -0.865 0.002
H 0.545 5.215 -3.593 0.000
C 2.540 4.614 -3.071 0.006
F -2.777 4.711 1.309 0.000
H 2.484 0.933 0.811 0.000
H 2.991 5.537 -3.412 0.000
C 3.336 3.614 -2.531 0.000
H 3.814 -0.323 3.668 0.001
N -1.749 -1.267 0.988 0.018
C -1.694 -2.721 -2.188 0.083
C 1.745 -1.779 1.441 0.085
H -3.849 -3.241 2.442 0.000
C 1.386 2.260 -2.187 0.011
C 1.829 -3.029 3.490 0.003
C 1.367 -2.909 2.184 0.007
N -2.680 -2.251 0.982 0.004
C -1.502 -0.978 2.258 0.006
F 2.084 3.539 1.427 0.000
C 2.680 -0.868 1.949 0.010
C 1.138 -1.930 -4.651 0.012
S -2.403 2.104 1.446 0.006
O -3.501 1.372 1.982 0.002
O -1.671 1.430 0.330 0.026
C -2.648 -2.421 -4.370 -0.017
C 2.759 2.435 -2.080 0.009
O 0.599 1.301 2.457 0.000
O -4.366 -0.047 -3.027 0.000
F 0.667 5.035 2.090 0.000
O -4.276 1.693 -1.315 0.005
C -3.072 -2.522 2.245 0.001
O -2.186 0.865 -2.311 0.048
F -2.601 3.763 -0.618 0.001
Te 1.118 -1.701 -0.605 0.448
H 3.515 -3.238 5.671 0.000
C 2.681 -2.092 4.055 -0.004
C 0.733 1.034 -1.681 0.117
C -0.231 -2.217 -4.107 0.080
H 2.312 -2.053 6.166 0.000
I -2.313 -1.751 5.146 0.001

***

Entry 3:
66
Properties=species:S:1:pos:R:3:lowdin_charge:R:1 method="wB97M-V/def2-TZVPD" homo_ev=-8.25 smiles="COCCNC(=O)c1ccc(N2C[C@@H]3C[C@H](C2)c2cccc(=O)n2C3)c(NC(=O)c2ccc(F)cc2)c1" total_energy_ev=-46376.3784 total_charge=0 e_above_lowest_kcal_mol=0.0 multiplicity=1 lumo_energy_ev=0.45
F 4.209 5.713 -1.421 0.065
C 2.290 2.850 -2.474 -0.009
C 2.659 2.737 -0.097 -0.021
H 0.355 5.354 -1.644 0.111
N -1.075 3.651 1.475 0.069
H 0.423 1.434 0.460 0.133
H -0.144 -6.762 -2.035 0.125
C 0.836 -1.769 0.047 0.071
H 3.133 4.562 -3.468 0.121
C 2.988 4.040 -2.536 0.000
C -1.642 3.428 0.268 -0.187
H -3.327 0.454 -0.089 0.140
C 0.048 4.484 1.648 -0.439
H -1.576 3.802 -1.816 0.114
O 1.526 0.079 -2.154 0.094
H -1.823 4.024 3.351 0.141
N 0.394 -5.333 0.158 0.061
C 0.890 -6.908 -1.677 -0.226
C -1.608 3.145 2.732 -0.079
H 2.558 2.223 0.847 0.125
H 0.351 -8.505 -3.712 0.088
H 1.880 2.405 -3.367 0.123
N -1.689 0.641 1.234 -0.094
C -3.701 2.722 1.444 -0.102
C 0.163 -0.583 0.294 -0.142
H -2.334 -1.812 2.227 0.107
H -3.427 0.206 2.383 0.128
C -0.771 -2.970 1.364 -0.032
H 1.742 -1.767 -0.538 0.128
C 2.108 2.200 -1.257 -0.143
H 2.052 -7.977 -3.790 0.089
C -1.018 -0.590 1.058 -0.168
H -3.421 2.807 -0.703 0.150
H 1.359 5.796 0.582 0.116
H 0.458 -7.404 0.370 0.127
C 3.523 4.554 -1.368 -0.276
H -1.904 0.429 3.282 0.137
H -1.787 0.950 -0.824 0.132
H 3.821 4.340 0.739 0.128
C 0.363 -2.970 0.560 -0.128
C -1.122 3.999 -0.860 -0.029
H -3.411 2.354 3.555 0.146
C -2.849 2.263 2.621 -0.255
C 1.150 -4.210 0.290 -0.452
C 0.973 -6.610 -0.177 -0.149
C -1.450 -1.791 1.609 -0.005
C 0.535 5.113 0.456 -0.007
H 1.542 -6.217 -2.231 0.131
C 1.423 0.875 -1.246 -0.427
C 1.337 -8.600 -3.239 -0.118
H 1.658 -9.639 -3.274 0.088
C -2.423 1.071 0.056 -0.103
H -0.797 2.606 3.235 0.137
C -0.025 4.872 -0.756 -0.065
H -3.986 3.770 1.558 0.131
H -1.119 -3.885 1.819 0.112
C -2.851 2.540 0.191 -0.214
O 1.288 -8.242 -1.882 -0.190
O 2.361 -4.218 0.221 0.083
H -4.612 2.125 1.376 0.123
N 0.678 0.648 -0.123 0.144
C -2.489 0.786 2.431 -0.146
C 3.378 3.917 -0.148 -0.010
H -0.605 -5.240 0.069 0.135
H 2.021 -6.585 0.129 0.127
O 0.515 4.619 2.768 0.038